[1]
Below is an isolated ion of composition C4H7BrNS and charge +1 at a distorted geometry, with properties calculated with ωB97M-V/def2-TZVPD.

**Charge**: +1
**Energy relative to the best compared isomer or geometry (same formula, charge and spin)**: 106.3 kcal per mole
**Frontier orbital gap (alpha / beta)**: 6.24 / 7.15 eV
**HOMO level (alpha / beta)**: -11.2 / -11.4 eV

Atoms and positions in Å:
C (0.799, 0.164, -0.478)
C (1.233, -0.854, 0.336)
C (-0.819, -2.205, 2.086)
C (-0.300, 1.073, -0.509)
N (-0.288, 2.011, -1.626)
S (0.784, -1.929, 1.702)
Br (-1.771, 1.303, 0.714)
H (1.511, 0.300, -1.234)
H (2.166, -1.408, 0.146)
H (-1.829, -1.940, 1.581)
H (-0.640, -2.995, 2.888)
H (-1.208, 2.464, -1.717)
H (-0.230, 1.418, -2.455)
H (0.594, 2.599, -1.433)



[2]
Below is a 2-piece molecular cluster, C4H7BrO2 overall at a distorted geometry, with properties calculated with ωB97M-V/def2-TZVPD.

**SMILES**: C=C(C)Br.O=CO
**Energy relative to the best compared isomer or geometry (same formula, charge and spin)**: 0.0 kcal per mole
**Frontier orbital gap**: 10.24 eV
**HOMO level**: -9.5 eV

Atoms and positions in Å:
C (-0.456, 2.526, -0.511)
C (0.261, -1.471, -0.923)
C (0.021, -0.489, 1.384)
C (0.653, -0.634, 0.237)
O (0.529, 3.094, 0.147)
O (-0.404, 1.484, -1.097)
Br (2.349, 0.247, -0.002)
H (-1.363, 3.149, -0.447)
H (0.071, -0.833, -1.787)
H (-0.643, -2.032, -0.691)
H (1.061, -2.166, -1.179)
H (1.342, 2.551, 0.098)
H (-0.919, -0.986, 1.551)
H (0.394, 0.127, 2.183)



[3]
Below is a 2-piece molecular cluster, C4H7BrO2 overall at a distorted geometry, with properties calculated with ωB97M-V/def2-TZVPD.

**Energy relative to the best compared isomer or geometry (same formula, charge and spin)**: 63.6 kcal per mole
**Frontier orbital gap**: 9.68 eV
**HOMO level**: -9.0 eV

Atoms and positions in Å:
C (-0.319, 1.299, 0.461)
C (-0.443, 1.094, 1.792)
C (0.803, 0.723, -0.266)
C (-1.334, -1.986, -1.040)
O (-0.171, -2.422, -1.409)
O (-1.949, -2.839, -0.167)
Br (1.015, 0.482, 2.887)
H (-1.215, 1.596, 0.083)
H (1.510, 1.473, -0.390)
H (1.341, 0.126, 0.422)
H (0.493, 0.341, -1.206)
H (-1.341, 1.070, 2.345)
H (-0.081, -3.374, -1.156)
H (-2.604, -2.294, 0.308)



[4]
Below is one molecule with the formula C4H7BrS2 at a distorted geometry, with properties calculated with ωB97M-V/def2-TZVPD.

**SMILES**: CC(C)SC(=S)Br
**Energy relative to the best compared isomer or geometry (same formula, charge and spin)**: 13.1 kcal per mole
**Frontier orbital gap**: 8.60 eV
**HOMO level**: -9.2 eV

Atoms and positions in Å:
C (2.760, -0.517, 0.031)
C (-1.692, -0.781, -0.619)
C (-0.539, 1.003, 0.774)
C (-0.365, 0.053, -0.362)
S (4.080, -1.392, 0.104)
S (0.812, -1.269, -0.177)
Br (2.711, 1.370, -0.034)
H (-1.571, -1.379, -1.460)
H (-1.973, -1.460, 0.315)
H (-2.422, -0.111, -0.806)
H (0.348, 1.691, 0.911)
H (-0.576, 0.455, 1.808)
H (-1.510, 1.684, 0.754)
H (-0.064, 0.652, -1.238)



[5]
Below is a 2-piece molecular cluster, C4H7Cl overall at a distorted geometry, with properties calculated with ωB97M-V/def2-TZVPD.

**Energy relative to the best compared isomer or geometry (same formula, charge and spin)**: 72.5 kcal per mole
**Frontier orbital gap**: 9.52 eV
**HOMO level**: -8.8 eV

Atoms and positions in Å:
C (-1.097, -0.851, -0.233)
C (0.005, -0.011, 0.114)
C (0.648, 0.843, -0.911)
C (0.523, 0.312, 1.355)
H (-1.986, -0.165, -0.377)
H (-0.825, -1.341, -1.266)
H (-1.465, -1.695, 0.374)
H (2.105, 0.723, -0.672)
H (0.524, -0.029, -1.747)
H (0.085, 2.006, -1.014)
H (1.382, 0.868, 1.606)
Cl (0.102, -0.660, 2.771)



[6]
Below is one molecule with the formula C4H7Cl at a distorted geometry, with properties calculated with ωB97M-V/def2-TZVPD.

**SMILES**: C=C[C@H](C)Cl
**Energy relative to the best compared isomer or geometry (same formula, charge and spin)**: 62.6 kcal per mole
**Frontier orbital gap**: 10.81 eV
**HOMO level**: -9.8 eV

Atoms and positions in Å:
C (1.532, 0.647, -0.265)
C (0.448, -0.074, 0.649)
C (-0.960, 0.257, 0.144)
C (-1.908, -0.655, -0.077)
H (1.322, 0.015, -1.193)
H (1.391, 1.890, -0.615)
H (2.434, 0.194, 0.236)
H (0.692, -0.030, 1.787)
H (-1.256, 1.438, -0.010)
H (-1.477, -1.709, 0.052)
H (-2.916, -0.282, -0.673)
Cl (0.699, -1.692, -0.033)



[7]
Below is one molecule with the formula C4H7Cl2FO at a distorted geometry, with properties calculated with ωB97M-V/def2-TZVPD.

**SMILES**: CO[C@H](CCl)[C@H](F)Cl
**Energy relative to the best compared isomer or geometry (same formula, charge and spin)**: 2.1 kcal per mole
**Frontier orbital gap**: 10.80 eV
**HOMO level**: -10.0 eV

Atoms and positions in Å:
C (0.354, -0.999, 2.258)
C (0.905, 0.043, 0.215)
C (0.337, 1.444, 0.457)
C (0.042, -0.845, -0.763)
H (-0.311, -2.003, 2.093)
H (-0.484, -0.247, 2.343)
H (0.907, -1.164, 3.213)
H (1.841, 0.182, -0.331)
H (0.988, 2.035, 1.112)
H (0.360, 1.878, -0.526)
H (-0.929, -1.035, -0.289)
O (1.325, -0.690, 1.305)
F (0.657, -1.970, -1.031)
Cl (-1.354, 1.602, 1.052)
Cl (-0.335, -0.088, -2.334)



[8]
Below is a 2-piece molecular cluster, C4H7Cl2N overall at a distorted geometry, with properties calculated with ωB97M-V/def2-TZVPD.

**Energy relative to the best compared isomer or geometry (same formula, charge and spin)**: 88.5 kcal per mole
**Frontier orbital gap**: 7.73 eV
**HOMO level**: -7.0 eV

Atoms and positions in Å:
C (-0.397, -1.051, -1.531)
C (-1.374, -1.053, -0.653)
C (0.158, 0.730, 1.892)
C (1.040, 1.168, -0.191)
N (0.908, 0.524, 0.929)
Cl (-2.373, 0.251, -0.145)
Cl (2.119, 0.687, -1.502)
H (-0.117, -0.083, -2.102)
H (0.246, -1.903, -1.706)
H (0.257, 0.018, 2.654)
H (-0.616, 1.448, 1.909)
H (-1.524, -1.990, -0.200)
H (0.106, 1.541, -0.552)
H (1.568, -0.287, 1.199)



[9]
Below is a 2-piece molecular cluster, C4H7Cl2N overall at a distorted geometry, with properties calculated with ωB97M-V/def2-TZVPD.

**Energy relative to the best compared isomer or geometry (same formula, charge and spin)**: 81.1 kcal per mole
**Frontier orbital gap (alpha / beta)**: 8.15 / 7.14 eV
**HOMO level (alpha / beta)**: -7.5 / -7.1 eV

Atoms and positions in Å:
C (-1.817, -1.390, -0.570)
C (-1.472, -0.252, -0.136)
C (-0.490, 0.567, -0.795)
C (1.597, -0.151, 0.511)
N (1.796, 1.019, 1.281)
Cl (-0.375, 2.242, -0.564)
Cl (2.696, -0.479, -0.733)
H (-2.572, -2.045, -0.095)
H (-1.094, -1.759, -1.336)
H (-2.097, 0.157, 0.677)
H (-0.166, 0.147, -1.716)
H (1.059, -1.023, 0.833)
H (1.173, 1.089, 1.947)
H (1.763, 1.877, 0.697)



[10]
Below is a 2-piece molecular cluster, C4H7Cl2P overall at a distorted geometry, with properties calculated with ωB97M-V/def2-TZVPD.

**Energy relative to the best compared isomer or geometry (same formula, charge and spin)**: 63.8 kcal per mole
**Frontier orbital gap (alpha / beta)**: 8.05 / 8.05 eV
**HOMO level (alpha / beta)**: -9.9 / -9.9 eV

Atoms and positions in Å:
C (0.271, 0.217, -1.000)
C (0.560, 1.337, -0.184)
C (0.064, -1.113, -0.164)
C (-0.673, -0.663, 0.896)
P (-0.503, 1.045, 1.349)
Cl (1.685, -1.643, 0.405)
Cl (-2.918, -0.666, -0.287)
H (-0.680, 0.249, -1.445)
H (1.070, 0.103, -1.822)
H (1.686, 1.461, -0.035)
H (0.127, 2.282, -0.663)
H (-0.275, -1.999, -0.667)
H (-1.077, -1.396, 1.544)
H (0.662, 0.788, 2.074)



[11]
Below is C4H7Cl2P as an isolated structure at a distorted geometry, with properties calculated with ωB97M-V/def2-TZVPD.

**Energy relative to the best compared isomer or geometry (same formula, charge and spin)**: 46.4 kcal per mole
**Frontier orbital gap**: 9.56 eV
**HOMO level**: -9.1 eV

Atoms and positions in Å:
C (1.224, -1.726, -0.791)
C (0.029, -1.209, -0.607)
C (0.728, 1.465, 0.377)
C (-0.211, 0.319, 0.699)
P (-1.992, 0.845, 0.850)
Cl (-2.174, 1.896, -0.874)
Cl (-2.976, -0.903, 0.262)
H (1.285, -2.762, -1.147)
H (2.041, -1.556, -0.204)
H (-0.950, -1.429, -0.970)
H (1.293, 1.205, -0.486)
H (1.453, 1.657, 1.166)
H (0.084, 2.364, 0.042)
H (0.165, -0.164, 1.683)



[12]
Below is a 2-piece molecular cluster, C4H7Cl3O overall at a distorted geometry, with properties calculated with ωB97M-V/def2-TZVPD.

**Spin multiplicity**: 2
**<S²>**: 0.753
**Charge**: -1
**Frontier orbital gap (alpha / beta)**: 2.47 / 8.74 eV
**HOMO level (alpha / beta)**: 0.4 / -5.9 eV

Atoms and positions in Å:
C (-1.279, 1.399, -3.907)
Cl (-0.699, 0.486, -2.483)
Cl (-3.094, 1.167, -4.135)
Cl (-0.356, 0.805, -5.281)
H (-1.112, 2.475, -3.856)
C (-0.155, -0.176, 1.122)
C (0.777, -1.180, 1.761)
O (1.001, -2.239, 1.178)
C (1.422, -0.832, 3.011)
H (-0.220, -0.420, 0.061)
H (0.230, 0.842, 1.185)
H (-1.217, -0.152, 1.366)
H (2.209, -0.112, 2.787)
H (1.837, -1.684, 3.550)
H (0.655, -0.381, 3.641)